Entry 1:
{"formula": "C4H8N2O", "method": "ωB97M-V/def2-TZVPD", "symbols": ["N", "H", "H", "N", "O", "C", "H", "C", "H", "C", "C", "H", "H", "H", "H"], "xyz": [[0.1681, 0.7707, 0.9790], [2.2596, 0.9893, 0.9717], [0.4107, -0.2781, 1.5963], [0.7733, -1.4402, 0.7125], [-2.0816, 0.0083, -0.2968], [0.1554, -0.5279, 0.1337], [1.3732, 2.5515, 0.8596], [1.3761, 1.5472, 1.2881], [-1.8204, -1.0057, -2.6261], [-1.0391, -1.3704, -1.9575], [-1.0912, -0.5703, -0.7046], [1.3963, 1.6462, 2.3781], [-0.0433, -1.2358, -2.3848], [-0.6558, 1.3477, 0.7920], [-1.1813, -2.4327, -1.7413]], "e_above_lowest_ev": 4.933, "total_energy_ev": -9301.4598, "homo_ev": -8.5, "fmax_ev_per_a": 0.91, "homo_lumo_gap_ev": 9.10}


Entry 2:
{"formula": "C20H29BaN2O5PSi", "method": "ωB97M-V/def2-TZVPD", "symbols": ["C", "H", "C", "N", "C", "H", "H", "H", "C", "H", "H", "Si", "C", "H", "H", "H", "C", "Ba", "C", "C", "H", "H", "C", "C", "H", "P", "O", "C", "H", "C", "O", "O", "H", "H", "C", "H", "H", "C", "H", "H", "C", "O", "H", "C", "H", "C", "H", "H", "H", "C", "H", "H", "C", "N", "O", "H", "H", "H", "C"], "xyz": [[2.5799, -0.3106, -4.0352], [-3.8665, 1.3526, 2.9568], [-6.9214, -6.1981, -1.7662], [0.8162, -1.4147, 2.4095], [-1.7206, 0.9288, 4.6888], [0.4317, 1.5482, -5.1974], [0.1424, -3.6423, 4.6660], [1.1801, 2.4469, -3.8626], [3.1627, -2.4473, 3.9706], [0.9478, -1.1038, 5.0973], [-2.7203, 2.6410, 2.6274], [1.6678, -2.8194, 2.8764], [-5.1658, -4.8280, -1.5501], [2.8539, -4.5367, 1.5037], [3.8884, -3.2648, 3.9410], [-2.8750, 1.2876, 1.5029], [2.3078, -3.6137, 1.2977], [-0.2785, -0.8510, 0.0283], [0.5756, -4.0699, 3.7588], [0.1540, -0.5660, 4.5985], [2.9957, -2.9410, 0.7761], [-4.6840, -2.7324, -1.4177], [-1.9954, -2.9077, -1.0975], [-0.1863, -1.1468, -3.8489], [-0.5928, 0.2722, 6.4024], [0.9831, 0.1154, -3.3413], [-2.4359, -1.7225, -1.0775], [-3.3660, -6.4305, -1.3894], [2.8887, -2.3036, 5.0179], [-2.4986, -5.3447, -1.2549], [-5.7422, -7.0028, -1.6806], [-0.7690, -3.1710, -0.9502], [1.1303, -4.9653, 4.0475], [-0.2494, -4.3801, 3.1132], [-2.9649, -4.0370, -1.2678], [-0.1954, -1.2541, -4.9355], [-7.4132, -6.3935, -2.7206], [-4.3303, -3.7526, -1.4183], [0.0817, -2.1035, -3.3967], [2.8812, -1.2953, -3.6780], [-0.7074, 0.2136, 5.3258], [1.0211, 0.2081, -1.8344], [-1.4360, -5.4967, -1.1274], [0.0185, -0.6647, 3.1869], [3.3223, 0.4176, -3.7090], [-2.8727, 1.5616, 2.5573], [-0.5099, 1.9371, -3.7482], [-3.0207, -7.4542, -1.3751], [-2.4164, 1.5489, 5.2358], [-4.6983, -6.1314, -1.5350], [-7.5685, -6.4262, -0.9167], [-1.1910, -0.8899, -3.5082], [-1.8075, 0.8143, 3.3134], [-0.9856, 0.0555, 2.5840], [-6.5309, -4.8303, -1.7083], [2.5482, -0.3248, -5.1252], [1.4932, -3.8610, 0.6101], [3.6654, -1.5389, 3.6328], [0.4771, 1.6528, -4.1125]], "e_above_lowest_ev": 0.095, "total_energy_ev": -52294.9067, "homo_ev": -6.8, "fmax_ev_per_a": 1.11, "homo_lumo_gap_ev": 6.76}


Entry 3:
{"formula": "C4H6O2", "method": "ωB97M-V/def2-TZVPD", "symbols": ["H", "H", "H", "C", "C", "H", "H", "C", "H", "O", "C", "O"], "xyz": [[0.7083, 1.5407, -0.2713], [2.1319, -0.4869, 0.0761], [0.0155, 1.0031, 2.0287], [1.0524, -0.6698, 0.0260], [-0.2930, 0.2698, 1.2742], [-1.3671, 0.0724, 1.3801], [-1.8176, 0.2171, -1.9985], [-0.9225, 0.4938, -1.1623], [0.8409, -1.4782, -0.6823], [-1.0251, -0.6212, -1.8295], [0.1897, 0.5846, -0.1628], [0.4866, -0.9255, 1.3215]], "e_above_lowest_ev": 5.492, "total_energy_ev": -8334.9687, "homo_ev": -8.9, "fmax_ev_per_a": 0.50, "homo_lumo_gap_ev": 9.57}


Entry 4:
{"formula": "CH3NO2P", "method": "ωB97M-V/def2-TZVPD", "symbols": ["O", "H", "O", "H", "C", "P", "H", "N"], "xyz": [[1.8366, -1.3045, 1.0212], [-0.5849, 1.4198, -2.5384], [1.6463, 1.1938, 1.3893], [0.1578, 1.3981, -2.1790], [-0.4509, -0.3098, 0.1569], [0.9978, -0.1498, 1.3569], [-2.0360, -1.3721, 0.7786], [-1.5668, -0.8755, 0.0144]], "e_above_lowest_ev": 1.809, "total_energy_ev": -15959.0934, "homo_ev": [-3.0, -3.0], "fmax_ev_per_a": 2.35, "homo_lumo_gap_ev": [7.08, 7.08], "total_charge": -1}


Entry 5:
{"formula": "C26H30CeN9S2", "method": "ωB97M-V/def2-TZVPD", "symbols": ["H", "C", "C", "N", "C", "N", "H", "H", "H", "C", "C", "H", "H", "H", "C", "C", "C", "H", "H", "H", "N", "C", "H", "C", "H", "N", "N", "H", "H", "H", "C", "S", "Ce", "C", "H", "H", "S", "C", "H", "C", "H", "N", "H", "C", "N", "C", "C", "C", "H", "N", "H", "C", "C", "H", "C", "H", "C", "C", "H", "C", "C", "H", "N", "H", "H", "H", "C", "H"], "xyz": [[-3.6337, -5.0882, 0.5111], [0.7798, 4.2330, 0.6494], [1.8689, -2.1712, 0.7583], [0.6909, 1.8521, 0.6219], [2.0643, 2.3051, -3.5220], [-2.9727, -0.0716, -1.4247], [-2.3711, 1.2244, -2.8671], [-3.1072, 4.2236, 2.2454], [-3.2723, -0.6011, -2.2527], [3.2665, -2.8605, -1.4645], [2.3916, -1.7989, -1.4151], [2.5104, -0.0429, 1.9838], [1.8586, 1.9672, -1.3662], [-0.7978, -1.6541, -4.4972], [0.2771, 0.1304, -3.5993], [3.4513, -3.6302, -0.2960], [-0.5753, -0.4175, 3.0307], [-3.1565, -6.5715, -0.1594], [3.7577, -3.0909, -2.3896], [1.9763, 2.2485, -5.6460], [-1.4142, -2.8225, -2.4393], [-1.6768, -3.3581, -1.2423], [1.6598, 0.5507, 3.3681], [0.7253, 0.7802, -4.7954], [0.3921, 0.3248, -5.7495], [0.6688, 0.6554, -2.4622], [-0.7799, -1.6349, -2.4210], [2.1237, -1.2761, -2.3363], [0.4768, 5.1738, 0.1612], [0.2641, -2.6681, 2.0599], [1.5430, 4.2364, 1.8299], [-2.3866, -4.9243, -1.5114], [-0.6574, -0.1048, -0.3513], [-1.4340, 1.8115, 4.0464], [-0.3056, 2.9571, -0.7430], [1.9414, 5.1456, 2.2319], [-1.4846, -2.7704, 0.3472], [-2.3677, 2.3270, 1.5453], [-2.1586, 3.8236, 4.5235], [1.6137, 1.8316, -4.7105], [-0.1800, -0.5296, 4.0571], [-2.5059, 1.2567, -1.8751], [2.7492, 3.1266, -3.4534], [-2.6458, 3.2609, 2.5427], [-1.6938, 1.1921, 1.7480], [-2.1003, 3.0531, 3.7846], [1.0516, -1.9169, 2.0173], [2.7618, -3.2780, 0.8452], [4.2059, -4.4443, -0.2098], [0.4869, -0.5594, 2.0474], [2.1937, 2.7840, 3.4001], [1.3441, 1.7764, 1.7812], [1.7952, 2.9388, 2.3890], [-2.9124, 2.3364, 0.6308], [1.5684, 1.6632, -2.3797], [-3.2961, 1.9114, -1.8141], [-0.4747, -1.1467, -3.5753], [-2.7516, -5.5406, 0.0889], [-1.1867, 1.5593, 5.0525], [1.5598, 0.3447, 2.2850], [-1.2746, 0.9299, 2.9949], [1.5540, -2.0674, 2.9870], [1.7405, -1.3899, -0.3050], [-3.7549, 0.1092, -0.8277], [-1.3335, -1.2810, 2.9004], [-1.9137, -5.6060, 0.6964], [0.3788, 3.0378, 0.1030], [2.8840, -3.7650, 1.8365]], "e_above_lowest_ev": 1.227, "total_energy_ev": -75447.8058, "homo_ev": [-12.8, -12.8], "fmax_ev_per_a": 3.60, "s2": 0.751, "homo_lumo_gap_ev": [7.02, 7.04], "total_charge": 2, "spin_multiplicity": 2}


Entry 6:
{"formula": "C16H24N3", "method": "ωB97M-V/def2-TZVPD", "symbols": ["H", "H", "N", "C", "C", "C", "C", "H", "H", "H", "H", "C", "H", "H", "N", "H", "H", "C", "H", "H", "H", "C", "C", "C", "H", "H", "C", "H", "C", "H", "H", "H", "H", "H", "C", "H", "C", "H", "N", "C", "C", "C", "H"], "xyz": [[1.1508, -2.8533, 3.4462], [0.0828, 2.6691, 0.8281], [-0.3381, 0.3825, -1.8710], [2.5703, -0.6541, 1.2639], [-2.8912, 3.5369, -1.1763], [-2.1531, 2.9024, -0.0253], [1.9388, 1.7128, 0.7840], [-3.6611, 0.4281, -3.5791], [-3.6189, 2.9044, -3.0839], [-0.2306, -0.8241, 3.9619], [0.1370, 0.0696, -3.8982], [-3.3833, 2.4658, -2.1074], [-4.3024, 2.0218, -1.6980], [-2.2158, 4.2029, -1.7267], [-1.0205, 2.1176, -0.4829], [0.5311, 0.4381, -1.3506], [3.9611, 2.3819, 0.8220], [-0.3825, -0.4321, -3.0647], [-1.7566, 3.6929, 0.6139], [3.3970, -0.5930, 0.5560], [0.1087, 1.2676, 2.6992], [-1.8278, -0.6691, -3.4275], [1.3036, -1.9368, 2.8882], [3.2299, 1.9746, 0.0959], [-1.8929, -1.1256, -4.4159], [-2.2866, -1.3528, -2.7088], [1.1371, 2.8942, 1.0921], [-3.7288, 4.1524, -0.8271], [1.7301, 0.4902, 1.4632], [-2.8779, 2.3098, 0.5620], [0.1163, -1.3926, -2.8873], [2.9950, -2.6960, 1.7598], [3.0768, 2.7429, -0.6715], [3.6919, 1.1040, -0.3798], [0.7243, 0.3826, 2.4683], [1.1533, 3.1984, 2.1520], [-2.5923, 0.6208, -3.4662], [-2.2717, 1.2254, -4.3247], [-2.4008, 1.4127, -2.2771], [-1.2676, 1.3464, -1.5237], [2.3407, -1.8424, 1.9458], [0.5223, -0.7972, 3.1697], [1.4375, 3.7342, 0.4600]], "e_above_lowest_ev": 2.308, "total_energy_ev": -21444.5262, "homo_ev": -10.8, "fmax_ev_per_a": 2.77, "homo_lumo_gap_ev": 5.29, "total_charge": 1}


Entry 7:
{"formula": "C9H10N4Zn", "method": "ωB97M-V/def2-TZVPD", "symbols": ["N", "H", "H", "Zn", "C", "C", "H", "H", "H", "C", "N", "C", "C", "H", "H", "N", "C", "N", "H", "C", "C", "C", "H", "H"], "xyz": [[-0.0566, -0.5622, 4.4643], [-0.8643, -2.9599, -0.5813], [2.3566, 1.7431, -1.2840], [0.2241, -0.1542, 0.2712], [-0.0203, 0.1338, 5.5750], [0.5332, 0.8412, -2.2292], [0.8694, -1.9533, -1.9345], [-1.8984, 2.3510, -0.4854], [-2.4125, -1.1039, 0.9404], [-0.8524, 1.0367, -1.9630], [0.3481, 0.0207, 2.1549], [-0.3188, -2.1691, 0.0164], [1.2791, 1.5913, -1.2678], [0.5933, 3.0402, 0.3016], [1.9769, -1.8598, -0.4831], [-1.5614, -1.1464, 0.2586], [0.3470, 2.2631, -0.4170], [0.0005, 0.8576, 6.5326], [0.9448, 0.2730, -3.0571], [0.1296, -0.2598, 3.2718], [0.9114, -1.8266, -0.8308], [-0.9695, 1.9162, -0.8495], [0.1130, -2.7179, 0.9160], [-1.6728, 0.6451, -2.5584]], "total_energy_ev": -63867.7277, "homo_ev": 0.6, "fmax_ev_per_a": 5.51, "homo_lumo_gap_ev": 4.88, "total_charge": -2}


Entry 8:
{"formula": "C23H41AuN2OP3", "method": "ωB97M-V/def2-TZVPD", "symbols": ["C", "N", "H", "C", "H", "H", "H", "C", "H", "H", "H", "N", "C", "C", "Au", "H", "H", "H", "H", "C", "C", "H", "C", "H", "H", "H", "C", "H", "H", "H", "H", "H", "H", "C", "P", "P", "C", "H", "H", "H", "H", "H", "C", "C", "C", "C", "H", "C", "H", "H", "H", "H", "O", "H", "H", "H", "C", "H", "H", "C", "H", "C", "C", "C", "P", "H", "H", "C", "H", "C", "H"], "xyz": [[1.9051, 3.0859, 4.3506], [1.8757, -0.1326, 2.5466], [1.9615, 3.2841, 1.2312], [-1.7241, -5.2118, 2.1845], [4.3862, 2.6629, 3.3412], [-1.2048, 4.3147, 1.3259], [-0.0982, -0.9389, -3.9286], [-1.0023, -5.7879, 1.2169], [-2.5395, 1.5276, -3.8361], [0.6351, -3.2846, 2.8045], [2.6491, -1.2852, -0.8606], [1.5452, 4.0282, 4.9431], [2.3720, 1.9478, 3.5843], [-0.4393, 4.3309, -1.2156], [-0.6306, 0.7632, -1.2503], [-1.4575, -6.0679, 0.2422], [3.3751, -1.1556, 1.5820], [0.9650, 1.8670, -3.9524], [-1.4765, -1.4674, 2.7452], [-3.3651, -1.1584, -2.2268], [0.4112, -2.4346, 2.0780], [-3.7993, -1.7005, -1.3725], [1.8337, 1.4937, -3.4046], [2.4501, 2.5448, -0.3344], [0.0793, -6.0073, 1.3364], [-0.9979, 5.0381, -0.5845], [3.1331, -0.2162, 2.0965], [1.1314, -1.6188, 2.4492], [1.6414, -1.4378, -4.0965], [-3.7566, 0.3013, 0.5579], [-2.4896, -1.7138, -2.5832], [-1.2644, -4.9138, 3.1232], [1.9916, 4.2712, -0.2468], [4.0897, 0.7753, 2.3415], [-2.8646, 0.4874, -1.6897], [0.0106, 2.8809, -0.1782], [-1.8431, -2.5923, 1.0094], [-1.5508, 2.5828, 1.6602], [-4.9690, 0.9458, -0.5981], [-2.9212, -2.6161, 1.1414], [-3.6670, 2.0124, 0.0081], [2.5990, 1.1015, -4.0894], [0.0119, -3.3665, -0.2943], [1.4869, 0.9170, 3.2565], [2.8301, -0.3992, -1.4838], [-3.3265, 1.5853, -3.0672], [5.0950, 0.6487, 1.9155], [3.6951, 1.8680, 3.1239], [-2.7825, -4.9911, 2.0481], [3.2239, 0.4195, -0.8690], [0.4840, 4.8052, -1.5780], [0.5920, -2.1151, -2.7822], [2.1620, -3.0225, 0.6107], [-1.0542, 4.0056, -2.0690], [-0.0153, 3.3257, 2.2173], [0.4328, -3.9790, -1.0893], [1.7751, 3.2658, 0.1464], [-4.1345, -1.0427, -3.0148], [3.5572, -0.6373, -2.2746], [0.8165, -1.2380, -3.4026], [2.2263, 2.3180, -2.7998], [0.9310, -2.9417, 0.7146], [-3.9116, 0.9817, -0.2946], [-0.7653, 3.3086, 1.4125], [1.3296, 0.1166, -2.3292], [-3.4261, 2.6174, -2.6998], [0.4613, 0.9119, 3.6423], [-1.3428, -3.2520, -0.1446], [-2.0230, -3.7595, -0.8519], [-1.0266, -2.0648, 1.9687], [-4.2814, 1.2084, -3.4638]], "e_above_lowest_ev": 1.359, "total_energy_ev": -61072.7521, "homo_ev": [-17.5, -17.4], "fmax_ev_per_a": 3.00, "s2": 2.047, "homo_lumo_gap_ev": [7.26, 4.83], "total_charge": 3, "spin_multiplicity": 3}